A | Here is 2 unconnected molecules or ions with the total composition C2H9OS from the Open Molecules 2025 dataset. Energies are from wB97M-V/def2-TZVPD.

Summary:
2S+1	2
expectation value of S²	0.753
charge	+2
HOMO-LUMO gap (spin up / spin down)	0.4201 / 0.1474	hartree

Each line ends with the Mulliken spin population.
Positions of all 13 atoms, in Å:
O  0.25741  -1.02565  3.02538  1.03
H  -0.23666  -1.90239  3.11825  -0.02
H  0.37753  -0.66062  3.96172  -0.02
H  0.04999  -0.38110  0.42838  0.00
C  -1.49659  0.53965  -1.13789  0.00
S  0.02166  0.84255  -0.12353  0.00
C  1.35550  0.30871  -1.25248  0.00
H  -1.21388  0.98305  -2.08592  0.00
H  -2.28089  1.10041  -0.63514  0.00
H  -1.81937  -0.49168  -1.06205  0.00
H  1.59349  1.10846  -1.94851  0.00
H  2.25042  0.24572  -0.62542  0.00
H  1.14139  -0.66709  -1.66279  0.00

=====

B | Here is a molecular structure, C2H9OS from the Open Molecules 2025 dataset. Energies are from wB97M-V/def2-TZVPD.

Summary:
2S+1	2
expectation value of S²	0.759
charge	+2
HOMO-LUMO gap (spin up / spin down)	0.2266 / 0.0431	hartree

Each line ends with the Mulliken spin population.
Positions of all 13 atoms, in Å:
O  -3.50994  -0.23715  -0.41950  0.69
H  -3.88948  -1.11245  -0.35065  -0.02
H  6.54041  0.78319  2.46612  0.00
H  -4.43329  0.27553  -0.25503  -0.02
C  0.08998  0.33893  0.46613  0.05
C  -0.20677  -0.40704  -0.73234  -0.04
S  -0.48328  -0.10247  -2.32053  0.25
H  -0.80912  1.09509  0.76322  0.06
H  0.80682  1.20061  0.49014  0.01
H  0.00228  -0.24092  1.37451  0.01
H  6.85225  1.23452  1.87094  0.00
H  -0.53474  -1.46105  -0.56756  0.01
H  -0.42513  -1.36680  -2.78545  0.00

=====

It turns out A is the most stable, with the second structure 2.611 eV higher.

=====

A | Here is a molecular structure, C44H56IN8OPRh from the Open Molecules 2025 dataset. Energies are from wB97M-V/def2-TZVPD.

Summary:
charge	+3
HOMO-LUMO gap	0.2432	hartree

Each line ends with the Löwdin charge.
Positions of all 112 atoms, in Å:
Rh  -0.18413  0.87108  0.09540  0.69
I  -0.16887  0.89082  2.70975  1.42
C  1.64327  0.30673  3.59485  -0.53
C  1.59247  0.50279  4.94858  -0.15
C  2.68368  0.15023  5.75671  -0.03
C  3.79392  -0.36848  5.16450  0.01
C  3.86638  -0.55100  3.76261  -0.13
C  5.08012  -1.03186  3.22176  0.02
C  5.23917  -1.17634  1.87711  -0.01
C  4.16088  -0.87494  1.03852  -0.08
C  2.92992  -0.44198  1.50725  -0.26
P  1.88649  -0.10177  0.05141  1.01
C  2.12297  -1.49834  -1.04629  -0.36
C  2.28843  -2.78355  -0.52326  -0.09
C  2.38826  -3.87179  -1.37319  -0.03
C  2.34196  -3.68886  -2.74684  -0.02
C  2.18738  -2.41297  -3.27490  -0.05
C  2.05777  -1.32015  -2.43267  -0.11
C  2.53331  1.46567  -0.55038  -0.35
C  3.37183  1.64453  -1.65066  -0.06
C  3.79349  2.92243  -1.98068  -0.03
C  3.35168  4.02636  -1.25263  -0.03
C  2.50560  3.85753  -0.16896  -0.05
C  2.11025  2.57514  0.19942  -0.15
C  2.76035  -0.23112  2.91102  -0.18
H  0.71484  0.93335  5.41485  0.10
H  2.63205  0.30380  6.82511  0.13
H  4.65701  -0.63924  5.75857  0.14
H  5.88873  -1.26448  3.90279  0.14
H  6.17186  -1.52013  1.45319  0.13
H  4.31862  -0.99982  -0.02561  0.11
H  2.35097  -2.94277  0.54662  0.11
H  2.49137  -4.86564  -0.96091  0.13
H  2.42730  -4.54126  -3.40694  0.13
H  2.18202  -2.26980  -4.34780  0.12
H  1.95675  -0.33064  -2.85589  0.08
H  3.72276  0.79428  -2.22056  0.11
H  4.48000  3.06361  -2.80540  0.13
H  3.69449  5.01760  -1.51793  0.13
H  2.19406  4.71212  0.41724  0.13
H  1.56033  2.43828  1.12895  0.04
C  1.49305  -5.15387  3.81646  -0.06
C  0.11427  -5.63520  3.39428  -0.17
N  -0.67329  -4.53852  2.81329  -0.05
C  -1.60867  -3.82754  3.68756  -0.19
C  -2.95563  -4.52323  3.79674  -0.05
C  -0.57855  -4.33476  1.49606  -0.44
O  0.10626  -4.98455  0.72203  0.09
C  -1.30839  -3.15065  0.89180  -0.08
C  -2.50148  -3.28720  0.19846  0.06
C  -3.02296  -2.17880  -0.45155  0.02
C  -2.32380  -0.99045  -0.42805  -0.12
N  -1.14423  -0.86915  0.20666  -0.12
C  -0.66419  -1.92942  0.87617  -0.11
H  2.05278  -5.96705  4.27646  0.09
H  1.42248  -4.34245  4.54335  0.07
H  2.05701  -4.80487  2.94809  0.07
H  -0.44468  -6.02566  4.24424  0.13
H  0.19103  -6.42762  2.65269  0.13
H  -1.72831  -2.80139  3.33348  0.11
H  -1.13477  -3.75946  4.66786  0.13
H  -3.46089  -4.55953  2.82991  0.07
H  -3.60208  -3.99888  4.49960  0.09
H  -2.83704  -5.54725  4.14990  0.09
H  -3.01030  -4.24234  0.16569  0.15
H  -3.96568  -2.22522  -0.97880  0.13
H  -2.68754  -0.11148  -0.93346  0.08
H  0.25365  -1.80408  1.43397  0.09
C  -1.38451  2.71996  -5.79096  -0.04
C  -0.17897  1.88032  -5.40197  -0.17
N  -0.40475  1.01648  -4.22019  -0.04
C  -1.03867  -0.28778  -4.46771  -0.17
C  -2.54427  -0.30290  -4.23302  -0.04
C  -0.16639  1.44559  -2.98320  -0.39
C  0.41565  2.81171  -2.79651  0.00
N  -0.41442  0.70179  -1.92229  0.01
H  -1.13963  3.31480  -6.67019  0.10
H  -1.68269  3.40626  -4.99713  0.07
H  -2.24179  2.09972  -6.04587  0.07
H  0.69007  2.50671  -5.21575  0.11
H  0.09581  1.21647  -6.22003  0.13
H  -0.54134  -1.04811  -3.85888  0.11
H  -0.82174  -0.55066  -5.50084  0.13
H  -2.80049  -0.04099  -3.20441  0.05
H  -2.93556  -1.29924  -4.43696  0.10
H  -3.05643  0.39713  -4.88913  0.08
H  1.39724  2.87187  -3.26412  0.09
H  0.53609  3.03277  -1.73939  0.05
H  -0.21342  3.57308  -3.25639  0.10
H  -0.73635  -0.22874  -2.15804  0.05
C  -1.38804  3.68265  0.69266  -0.20
N  -1.95144  2.35706  0.22345  -0.15
C  -2.63450  2.64457  -1.09557  -0.17
N  -3.64104  3.66424  -0.99118  -0.07
C  -3.01805  4.90390  -0.51822  -0.13
N  -2.39683  4.69971  0.79216  -0.07
C  -3.42782  4.26873  1.74142  -0.13
N  -4.05779  3.02410  1.28846  -0.07
C  -3.05859  1.99795  1.18962  -0.21
C  -4.66199  3.24728  -0.02690  -0.13
H  -0.61866  3.99202  -0.02008  0.11
H  -0.92852  3.53037  1.67150  0.08
H  -3.08979  1.72288  -1.45992  0.11
H  -1.87572  2.96780  -1.80377  0.10
H  -3.77508  5.68230  -0.44088  0.14
H  -2.25950  5.22778  -1.23365  0.14
H  -4.18522  5.04564  1.82765  0.14
H  -2.97775  4.11347  2.72359  0.14
H  -3.51509  1.06534  0.85318  0.12
H  -2.62858  1.85037  2.18174  0.05
H  -5.42431  4.02026  0.05142  0.14
H  -5.13688  2.32655  -0.37134  0.14

=====

B | Here is a molecular structure, C44H56IN8OPRh from the Open Molecules 2025 dataset. Energies are from wB97M-V/def2-TZVPD.

Summary:
charge	+3
HOMO-LUMO gap	0.2379	hartree

Each line ends with the Löwdin charge.
Positions of all 112 atoms, in Å:
Rh  -0.26901  0.86822  0.12826  0.69
I  -0.33233  0.76368  2.74948  1.40
C  1.50017  0.40846  3.69510  -0.55
C  1.40904  0.64254  5.04031  -0.14
C  2.51917  0.41857  5.87050  -0.03
C  3.67976  -0.01572  5.30939  0.01
C  3.78831  -0.23880  3.91535  -0.13
C  5.04061  -0.64464  3.40197  0.02
C  5.22281  -0.83196  2.06601  -0.01
C  4.13828  -0.63143  1.20499  -0.08
C  2.87479  -0.27312  1.64916  -0.27
P  1.84334  -0.04103  0.16536  1.00
C  2.06218  -1.50808  -0.84171  -0.36
C  2.41161  -2.72823  -0.25496  -0.09
C  2.44708  -3.88157  -1.02023  -0.04
C  2.15900  -3.82827  -2.37651  -0.01
C  1.83531  -2.61470  -2.97099  -0.04
C  1.77277  -1.46015  -2.20868  -0.11
C  2.51063  1.46954  -0.53662  -0.36
C  3.27913  1.54015  -1.69908  -0.07
C  3.81485  2.76003  -2.08318  -0.04
C  3.55805  3.90989  -1.33985  -0.03
C  2.78472  3.84573  -0.18975  -0.04
C  2.27683  2.62199  0.22739  -0.12
C  2.67051  -0.04291  3.04354  -0.18
H  0.48812  1.00034  5.48347  0.10
H  2.43919  0.60088  6.93271  0.13
H  4.55462  -0.18825  5.92266  0.14
H  5.85901  -0.78746  4.09609  0.14
H  6.18198  -1.12635  1.66414  0.13
H  4.31975  -0.77146  0.14554  0.12
H  2.64866  -2.78781  0.80128  0.11
H  2.70298  -4.82385  -0.55631  0.12
H  2.19175  -4.73066  -2.97148  0.13
H  1.63615  -2.57075  -4.03388  0.12
H  1.51650  -0.52144  -2.68286  0.08
H  3.49868  0.64884  -2.27243  0.11
H  4.44874  2.81475  -2.95872  0.13
H  3.98784  4.85453  -1.64590  0.13
H  2.61962  4.73480  0.40480  0.13
H  1.76748  2.55614  1.18814  0.08
C  1.59058  -5.68883  3.17525  -0.06
C  0.11481  -5.94602  2.93327  -0.17
N  -0.58659  -4.72459  2.50418  -0.05
C  -1.29306  -3.94913  3.52519  -0.20
C  -2.71522  -4.43253  3.75262  -0.05
C  -0.63396  -4.45791  1.19501  -0.44
O  -0.12100  -5.12144  0.30859  0.10
C  -1.35387  -3.20437  0.73505  -0.08
C  -2.59554  -3.27063  0.11913  0.06
C  -3.13347  -2.11534  -0.42907  0.02
C  -2.39591  -0.95098  -0.39809  -0.12
N  -1.16605  -0.90295  0.14883  -0.12
C  -0.68077  -2.00082  0.74562  -0.11
H  2.07797  -6.59333  3.53671  0.09
H  1.74086  -4.90831  3.92371  0.07
H  2.07846  -5.39292  2.24527  0.06
H  -0.38050  -6.29623  3.83882  0.13
H  -0.02864  -6.70312  2.16492  0.13
H  -1.27821  -2.88928  3.25841  0.10
H  -0.70801  -4.03562  4.44208  0.13
H  -3.31923  -4.32112  2.85008  0.07
H  -3.19215  -3.86940  4.55412  0.09
H  -2.72807  -5.48582  4.03242  0.09
H  -3.13037  -4.21111  0.07240  0.15
H  -4.10863  -2.11254  -0.89592  0.14
H  -2.76239  -0.03797  -0.84263  0.08
H  0.28855  -1.93000  1.21288  0.09
C  -1.39075  2.61521  -5.81600  -0.04
C  -0.17832  1.79233  -5.41487  -0.17
N  -0.39407  0.95367  -4.21020  -0.04
C  -0.95000  -0.39222  -4.42852  -0.17
C  -2.45918  -0.48041  -4.24504  -0.04
C  -0.19140  1.42635  -2.98448  -0.39
C  0.37244  2.80228  -2.83114  0.01
N  -0.48458  0.71092  -1.91268  0.01
H  -1.16754  3.16421  -6.73024  0.10
H  -1.66862  3.34289  -5.05229  0.07
H  -2.25553  1.98593  -6.01645  0.07
H  0.69027  2.42441  -5.24574  0.11
H  0.09658  1.10867  -6.21603  0.13
H  -0.43264  -1.09596  -3.76837  0.09
H  -0.67511  -0.68220  -5.44018  0.13
H  -2.76671  -0.21514  -3.23077  0.05
H  -2.79402  -1.49819  -4.44326  0.10
H  -2.98196  0.18165  -4.93117  0.08
H  1.36639  2.85460  -3.27099  0.09
H  0.45830  3.06922  -1.78317  0.05
H  -0.25056  3.53742  -3.33982  0.10
H  -0.82941  -0.21093  -2.14911  0.04
C  -1.37149  3.75933  0.72812  -0.19
N  -1.97976  2.44864  0.27423  -0.15
C  -2.67102  2.73650  -1.04017  -0.18
N  -3.64057  3.79299  -0.94573  -0.07
C  -2.97005  5.01481  -0.49079  -0.13
N  -2.34696  4.80994  0.81997  -0.07
C  -3.38706  4.42108  1.77924  -0.13
N  -4.06208  3.19273  1.34560  -0.07
C  -3.09512  2.13493  1.25012  -0.22
C  -4.66713  3.42254  0.03181  -0.13
H  -0.59393  4.03604  0.01113  0.11
H  -0.91642  3.59701  1.70749  0.09
H  -3.15969  1.81937  -1.37444  0.11
H  -1.91151  3.01584  -1.76237  0.10
H  -3.69840  5.82077  -0.41909  0.14
H  -2.20541  5.30302  -1.21510  0.14
H  -4.11872  5.22310  1.85952  0.14
H  -2.93616  4.26380  2.76067  0.14
H  -3.57926  1.21305  0.92044  0.12
H  -2.66355  1.98380  2.24001  0.04
H  -5.40169  4.22235  0.10833  0.14
H  -5.17588  2.51548  -0.29986  0.14

=====

It turns out A is the most stable, with the second structure 0.146 eV higher.

=====

A | Here is C3H5F in the gas phase from the Open Molecules 2025 dataset. Energies are from wB97M-V/def2-TZVPD.

Summary:
SMILES string	C/C=C\F
charge	0
HOMO-LUMO gap	0.3864	hartree

Each line ends with the Löwdin charge.
Positions of all 9 atoms, in Å:
C  -0.17332  0.78331  0.76673  -0.13
C  -0.14708  -0.62474  0.21926  -0.14
C  0.12584  -0.85375  -1.12539  -0.09
H  0.14735  1.54726  0.01608  0.07
H  0.75825  0.89952  1.48200  0.11
H  -1.04999  1.08977  1.36570  0.07
H  -0.57087  -1.42571  0.82966  0.09
H  0.27336  -1.67083  -1.75809  0.08
F  0.63645  0.25517  -1.79595  -0.07

=====

B | Here is C3H5F in the gas phase from the Open Molecules 2025 dataset. Energies are from wB97M-V/def2-TZVPD.

Summary:
SMILES string	C=CCF
charge	0
HOMO-LUMO gap	0.3771	hartree

Each line ends with the Löwdin charge.
Positions of all 9 atoms, in Å:
C  0.64539  0.06019  0.93888  -0.34
C  -0.26236  -0.49828  -0.10319  -0.16
C  -0.63248  0.11252  -1.32830  0.03
H  -0.10725  0.98279  1.38364  0.16
H  0.87733  -0.58476  1.93543  0.15
H  -0.89507  -1.40583  0.13837  0.10
H  -1.33378  -0.35239  -1.88399  0.00
H  0.05659  0.95103  -1.53258  0.06
F  1.65163  0.73472  0.45175  -0.01

=====

It turns out A is the most stable, with the second structure 1.068 eV higher.

=====

A | Here is 2 unconnected molecules or ions with the total composition C6H11NO2 from the Open Molecules 2025 dataset. Energies are from wB97M-V/def2-TZVPD.

Summary:
SMILES string	[H]/N=C(\C)C(C)=O.CC=O
charge	0
HOMO-LUMO gap	0.3419	hartree

Each line ends with the Löwdin charge.
Positions of all 20 atoms, in Å:
C  2.36137  -0.25270  0.18389  -0.03
C  0.14395  0.44570  -1.71771  -0.05
C  1.31692  -1.28681  0.03200  -0.38
C  -0.08272  -0.65264  -0.71308  -0.38
N  -1.00694  -1.51228  -0.77488  0.15
O  1.27045  -2.37957  0.48811  0.11
H  -1.69981  -1.33399  -1.50679  0.07
H  3.17111  -0.64396  0.79607  0.09
H  2.73663  0.05570  -0.78974  0.09
H  1.87452  0.62736  0.67096  0.08
H  0.46097  1.35163  -1.20582  0.07
H  0.92412  0.17030  -2.42957  0.09
H  -0.76928  0.65530  -2.27547  0.08
C  -2.14445  0.76478  1.13436  -0.05
C  -0.69237  0.51264  1.43629  -0.31
O  0.18005  1.37243  1.29507  -0.01
H  -0.53133  -0.32730  2.13746  0.14
H  -2.63799  1.08631  2.05091  0.09
H  -2.61139  -0.17300  0.82720  0.07
H  -2.26382  1.52010  0.36075  0.09

=====

B | Here is C6H11NO2 in the gas phase from the Open Molecules 2025 dataset. Energies are from wB97M-V/def2-TZVPD.

Summary:
charge	0
HOMO-LUMO gap (spin up / spin down)	0.3352 / 0.2541	hartree

Each line ends with the Löwdin charge.
Positions of all 20 atoms, in Å:
C  0.84687  0.42491  0.04648  -0.46
C  -1.51461  0.10289  -0.95736  -0.17
C  -0.35716  -0.69077  -0.87606  -0.09
C  0.41152  0.24463  1.51468  -0.02
C  -2.72058  -0.08820  -0.12277  -0.10
N  0.61026  1.63161  -0.52968  0.13
C  2.30073  -0.07640  -0.06048  -0.48
O  2.37701  -1.41900  -0.21851  0.10
O  3.28512  0.60820  0.03700  0.11
H  3.31131  -1.65947  -0.32846  0.13
H  1.46594  2.18471  -0.59563  0.06
H  -1.51006  0.94313  -1.63649  0.10
H  -0.44970  -1.61586  -0.31535  0.10
H  0.17528  -0.83849  -1.80952  0.10
H  0.39592  -0.81064  1.79474  0.09
H  1.11270  0.76788  2.16709  0.09
H  -0.57401  0.68372  1.65793  0.08
H  -2.58938  -0.86663  0.62887  0.08
H  -3.56817  -0.37437  -0.75997  0.08
H  -3.00897  0.84815  0.36350  0.08

=====

It turns out A is the most stable, with the second structure 1.380 eV higher.